Version w
The following is a DFT calculation (ωB97M-V with the def2-TZVPD basis set) of a gas-phase ion, C6H10NO (charge +1).

Each line ends with the natural charge from an NBO analysis.
Cartesian coordinates (Å):
C (-4.097, 0.603, 0.635)  -0.067
C (-2.993, 0.440, 0.186)  -0.120
C (-1.703, 0.213, -0.518)  0.001
O (-1.489, -1.034, -1.162)  -0.434
C (-0.809, -0.913, -0.021)  0.212
N (0.700, -0.773, -0.189)  -0.571
C (1.389, 0.477, 0.408)  -0.211
C (2.806, 0.361, -0.073)  -0.634
H (-4.859, 0.903, 1.213)  0.233
H (-1.304, 0.944, -1.233)  0.239
H (-1.164, -1.476, 0.890)  0.237
H (1.143, -1.637, 0.373)  0.463
H (0.817, -0.879, -1.266)  0.470
H (0.824, 1.365, 0.085)  0.236
H (1.262, 0.472, 1.531)  0.240
H (3.183, -0.581, 0.172)  0.217
H (2.777, 0.347, -1.253)  0.215
H (3.518, 1.165, 0.223)  0.275

## Properties
- LUMO level: -0.130 Ha
- Total charge: +1
- Gap between HOMO and LUMO: 0.385 Ha
- Multiplicity: 1

---

Version x
The following is a DFT calculation (ωB97M-V with the def2-TZVPD basis set) of 2 unconnected molecules or ions with the total composition C6H10NO.

Each line ends with the natural charge from an NBO analysis.
Cartesian coordinates (Å):
C (-2.146, 0.898, 1.169)  -0.252
C (-1.325, 0.034, 1.081)  0.143
C (0.265, -3.083, 0.108)  -0.383
C (-0.381, -1.933, -0.004)  -0.043
C (1.220, 1.680, 0.033)  -0.805
C (0.644, 0.738, -0.942)  0.512
N (-0.203, -0.730, 0.686)  -0.628
O (-0.508, 0.832, -1.467)  -0.542
H (-3.001, 1.448, 0.941)  0.261
H (0.033, -3.876, -0.601)  0.241
H (1.005, -3.286, 0.827)  0.213
H (-1.132, -1.731, -0.707)  0.203
H (2.010, 1.394, 0.774)  0.298
H (1.833, 2.498, -0.429)  0.317
H (0.467, 2.393, 0.583)  0.269
H (1.412, 0.131, -1.540)  0.242
H (0.433, -0.810, 1.528)  0.425
H (-1.075, 1.372, -0.882)  0.528

## Properties
- LUMO level (alpha / beta): -0.181 / -0.181 Ha
- Total charge: +1
- Gap between HOMO and LUMO (alpha / beta): 0.306 / 0.307 Ha
- Multiplicity: 1

---

Most stable one: version w, least stable one: version x.